No. 1
{
  "formula": "C3H6OS",
  "method": "the ωB97M-V functional and the def2-TZVPD basis",
  "total_charge": 0,
  "orbital_gap_ev": 9.08,
  "homo_ev": -8.409,
  "lumo_ev": 0.6714,
  "multiplicity": 1,
  "smiles": "CC1(C)OS1",
  "symbols": ["C", "C", "C", "O", "S", "H", "H", "H", "H", "H", "H"],
  "positions_angstrom": [[1.012, 0.075, -0.192], [-0.041, -1.390, -0.286], [0.202, 1.321, -0.295], [2.212, -0.032, -0.783], [2.494, -0.065, 0.806], [0.328, -1.830, -1.286], [-1.048, -0.935, -0.330], [0.147, -2.055, 0.572], [0.877, 2.195, -0.475], [-0.328, 1.405, 0.614], [-0.553, 0.949, -1.008]]
}


No. 2
{
  "formula": "C3H6OS",
  "method": "the ωB97M-V functional and the def2-TZVPD basis",
  "total_charge": 0,
  "orbital_gap_ev": [7.74, 7.79],
  "homo_ev": [-9.381, -9.421],
  "lumo_ev": [-1.6372, -1.6266],
  "multiplicity": 1,
  "smiles": "C=CC.O=S",
  "symbols": ["C", "C", "C", "O", "S", "H", "H", "H", "H", "H", "H"],
  "positions_angstrom": [[-0.190, -0.809, 0.370], [0.772, 0.082, 0.551], [1.518, 0.567, -0.729], [-3.503, 0.101, 1.196], [-3.783, -0.076, -0.268], [-0.865, -1.159, 1.192], [-0.303, -1.221, -0.639], [0.901, 0.490, 1.531], [2.048, 1.463, -0.605], [0.924, 0.603, -1.723], [2.480, -0.042, -0.876]]
}


Energy for the records above, in order: -591.2270; -591.2140 Eh
ΔE to the lowest compared entry with this formula, charge and spin for the records above, in order: 278.3; 312.5 kJ/mol